No. 1
# H14O7

A 7-piece molecular cluster, H14O7 overall (ωB97M-V with the def2-TZVPD basis set, OMol25).

```
21
Properties=species:S:1:pos:R:3:nbo_charge:R:1
O -0.2148 3.6269 -0.7287 -0.949
H -0.4636 3.3411 -1.6402 0.484
H -0.6816 4.4960 -0.7204 0.467
O -1.3850 -1.7268 0.1890 -0.995
H -2.3164 -1.9221 0.4562 0.490
H -1.3213 -0.7948 -0.0656 0.515
O -0.0451 -3.2095 2.0683 -0.992
H -0.5325 -3.2393 2.9024 0.473
H -0.4849 -2.4707 1.4843 0.508
O 0.7267 1.5950 -2.1286 -1.030
H 1.6027 1.9196 -2.4084 0.483
H 0.8003 0.5900 -2.0240 0.509
O -0.9415 0.9072 -0.1440 -0.987
H -0.4685 1.5460 -0.7248 0.520
H -0.2968 1.0087 0.5798 0.477
O 1.2685 -0.8903 1.5335 -1.004
H 1.0646 -1.8274 1.7822 0.509
H 1.4414 -0.4014 2.3819 0.479
O 1.0698 -0.8019 -1.2283 -0.938
H 0.9505 -0.4707 -0.3333 0.499
H 0.2275 -1.2756 -1.2315 0.482
```

Output
SMILES string	O.O.O.O.O.O.O
relative energy (zero: lowest compared OMol25 entry of this formula, charge and spin)	1.4822	eV
frontier orbital gap	11.5	eV
LUMO energy	0.49	eV
calculated total energy	-535.069371	Ha
HOMO	-11.04	eV


No. 2
# C4H11NS2

An isolated ion of composition C4H11NS2 and charge +1 (ωB97M-V with the def2-TZVPD basis set, OMol25).

```
18
Properties=species:S:1:pos:R:3:lowdin_spin:R:1
N 1.4373 1.7819 0.6425 0.464
C 0.2765 1.1805 1.1399 0.112
C 0.5952 0.5133 2.4875 0.020
C -0.2759 0.1017 0.0318 0.157
S -0.4541 0.6296 -1.7502 0.089
S 0.2461 -1.0214 -2.6405 0.068
C -1.2013 -2.0711 -2.7638 0.011
H 2.2329 1.2678 0.6590 0.017
H 1.3911 2.4236 -0.1040 0.019
H -0.5677 1.8886 1.2701 0.013
H 1.7593 0.3712 2.6097 0.001
H 0.0468 -0.3471 2.6887 0.000
H 0.4954 1.2478 3.3498 0.006
H -1.4212 -0.0306 0.3736 0.021
H 0.1492 -0.8806 0.2520 0.002
H -0.8905 -3.2340 -2.9222 0.000
H -1.8467 -2.0278 -1.8316 0.001
H -1.9726 -1.7934 -3.4921 0.002
```

Output
total charge	+1
expectation value of S²	0.757
relative energy (zero: lowest compared OMol25 entry of this formula, charge and spin)	1.5599	eV
frontier orbital gap (spin up / spin down)	10.1 / 4.6	eV
multiplicity	2
LUMO energy (spin up / spin down)	-3.00 / -8.25	eV
calculated total energy	-1009.769361	Ha
HOMO (spin up / spin down)	-13.13 / -12.89	eV


No. 3
# C30H80B2F8N5O10

A 7-piece molecular cluster, C30H80B2F8N5O10 overall (ωB97M-V with the def2-TZVPD basis set, OMol25).

```
135
Properties=species:S:1:pos:R:3:lowdin_charge:R:1
C -5.2459 -6.4871 2.5714 -0.084
O -4.3122 -5.5271 3.0440 -0.184
C -3.1301 -5.5513 2.2608 -0.214
C -2.3241 -4.3093 2.6269 -0.067
N -3.2156 -3.1062 2.7337 0.083
H -3.7783 -3.2887 3.5707 0.163
H -2.6112 -2.3123 2.9990 0.129
C -4.0942 -2.8263 1.5480 -0.084
C -4.9155 -1.5939 1.7146 -0.219
O -5.4392 -1.5868 3.0212 -0.155
C -6.1425 -0.3753 3.2561 -0.069
H -5.5503 -6.3237 1.5343 0.094
H -6.1103 -6.3180 3.2187 0.101
H -4.9979 -7.5437 2.7052 0.098
H -3.3120 -5.5170 1.1772 0.124
H -2.6051 -6.5005 2.3902 0.137
H -1.5016 -4.1163 1.9473 0.131
H -2.0424 -4.4982 3.6606 0.108
H -4.7476 -3.7022 1.5746 0.127
H -3.5119 -2.9643 0.6412 0.137
H -5.6417 -1.5338 0.8950 0.143
H -4.3223 -0.6869 1.5492 0.100
H -7.0442 -0.2863 2.6444 0.099
H -5.4700 0.4762 3.1314 0.064
H -6.5195 -0.4046 4.2769 0.105
C 2.5294 1.7333 -2.1025 -0.040
O 3.9521 1.9804 -2.0974 -0.213
C 4.7031 0.8478 -2.4984 -0.194
C 6.1043 1.3179 -2.8296 -0.048
N 6.0562 2.4585 -3.8520 0.074
H 6.9306 2.5852 -4.3640 0.185
H 5.3886 2.2686 -4.6056 0.157
C 5.7349 3.8288 -3.2696 -0.074
C 5.1969 4.6809 -4.4283 -0.193
O 4.0411 4.0222 -4.9391 -0.222
C 3.1158 4.9298 -5.5564 -0.060
H 2.2952 0.9831 -1.3390 0.090
H 2.1591 1.3646 -3.0581 0.077
H 2.1104 2.6605 -1.7246 0.098
H 4.2777 0.2962 -3.3450 0.114
H 4.6652 0.1972 -1.6197 0.141
H 6.7683 0.6063 -3.3179 0.141
H 6.6509 1.7609 -1.9996 0.143
H 6.7066 4.2768 -3.0563 0.144
H 5.0762 3.9057 -2.4171 0.133
H 5.8741 4.8744 -5.2620 0.140
H 4.9712 5.6239 -3.9211 0.140
H 2.8388 5.7764 -4.9280 0.102
H 2.2892 4.2680 -5.8070 0.075
H 3.5323 5.3717 -6.4671 0.101
C -1.1515 2.8526 -1.5133 -0.089
O -1.2735 3.6982 -0.3690 -0.164
C -2.3793 3.4331 0.4497 -0.220
C -2.5414 2.0256 0.9577 -0.084
N -1.4492 1.7486 1.9777 0.101
H -0.7105 1.1199 1.6485 0.130
H -0.8588 2.5377 2.2626 0.179
C -1.8859 1.2552 3.3562 -0.083
C -2.4765 2.4141 4.1867 -0.172
O -3.1555 3.3829 3.4244 -0.183
C -4.5458 3.3953 3.5833 -0.096
H -0.5576 1.9952 -1.1883 0.063
H -0.6134 3.4033 -2.2827 0.086
H -2.1028 2.5082 -1.9242 0.099
H -3.3390 3.6247 -0.0643 0.142
H -2.3626 4.2257 1.1992 0.134
H -2.3746 1.2924 0.1760 0.105
H -3.5252 1.7817 1.3455 0.126
H -1.0413 0.7485 3.8137 0.119
H -2.6612 0.4985 3.2437 0.107
H -1.5831 2.8436 4.6591 0.132
H -3.0432 2.1097 5.0659 0.128
H -4.9437 3.4579 4.6007 0.107
H -5.0877 2.6832 2.9530 0.073
H -4.8951 4.3743 3.2254 0.099
C 0.1340 -1.1790 -3.4002 -0.062
O 0.8062 -0.4928 -4.4457 -0.208
C 1.8062 -1.2206 -5.0875 -0.225
C 2.5365 -0.3057 -6.0665 -0.072
N 1.5163 0.4339 -6.8882 0.065
H 0.8647 -0.1542 -7.4091 0.200
H 0.9651 0.9292 -6.1698 0.148
C 2.0195 1.5493 -7.7585 -0.067
C 0.8073 2.4114 -8.1103 -0.207
O 0.0319 2.5246 -6.9318 -0.236
C -1.1371 3.3459 -7.0850 -0.038
H -0.4309 -2.0075 -3.8474 0.103
H -0.6638 -0.6100 -2.9306 0.093
H 0.8112 -1.5915 -2.6513 0.096
H 1.4147 -2.1087 -5.5992 0.142
H 2.5179 -1.5738 -4.3301 0.133
H 3.2318 -0.8623 -6.6853 0.146
H 2.9759 0.4436 -5.4082 0.114
H 2.4294 1.1168 -8.6669 0.146
H 2.6816 2.2374 -7.2383 0.125
H 0.1141 1.9957 -8.8531 0.138
H 1.1554 3.3508 -8.5535 0.142
H -1.7131 3.2407 -6.1725 0.097
H -1.7215 3.0847 -7.9695 0.102
H -0.7481 4.3615 -7.2064 0.100
C -0.3997 -4.4117 5.7686 -0.076
O 0.8813 -4.1009 5.2741 -0.192
C 1.3576 -2.8350 5.7284 -0.174
C 2.7977 -2.8713 5.3331 -0.083
N 2.9402 -3.3101 3.8895 0.089
H 3.9424 -3.4221 3.7565 0.183
H 2.4121 -4.1886 3.8475 0.172
C 2.2698 -2.3900 2.9284 -0.092
C 3.2384 -1.2568 2.5259 -0.177
O 3.4075 -0.2652 3.5210 -0.201
C 2.3284 0.5986 3.7999 -0.081
H -0.5167 -4.3825 6.8547 0.113
H -0.7055 -5.4044 5.4454 0.099
H -1.1269 -3.6860 5.4021 0.060
H 1.3491 -2.8384 6.8185 0.155
H 0.8172 -2.0497 5.2011 0.109
H 3.3457 -3.5558 5.9834 0.147
H 3.3437 -1.9380 5.4799 0.140
H 1.3644 -1.9041 3.2805 0.102
H 2.0902 -2.8631 1.9638 0.143
H 2.8489 -0.6926 1.6693 0.125
H 4.2581 -1.6254 2.3977 0.132
H 2.7241 1.3778 4.4508 0.104
H 1.5761 0.0800 4.4050 0.084
H 1.9343 1.0666 2.8920 0.088
B -0.8461 -1.1251 0.6089 -1.266
F -2.1678 -0.6945 0.7938 0.117
F -0.2196 -1.1006 1.8675 0.114
F -0.7718 -2.4175 0.0874 0.123
F -0.2248 -0.2211 -0.3123 0.071
B -2.3099 -1.1399 5.4530 -1.246
F -3.1876 -0.0556 5.4241 0.129
F -1.2478 -0.8178 6.3255 0.112
F -2.9426 -2.3317 5.7988 0.138
F -1.7904 -1.2924 4.1274 0.044
```

Output
total charge	+3
relative energy (zero: lowest compared OMol25 entry of this formula, charge and spin)	2.4638	eV
frontier orbital gap	8.6	eV
LUMO energy	-6.44	eV
calculated total energy	-3065.239936	Ha
HOMO	-15.01	eV


No. 4
# C5H14N2S

An isolated molecule of C5H14N2S (ωB97M-V with the def2-TZVPD basis set, OMol25).

```
22
Properties=species:S:1:pos:R:3:nbo_charge:R:1
C 3.6384 2.6474 -1.3355 -0.409
N 2.2374 2.4149 -1.5642 -0.636
C 1.6067 1.7688 -0.3351 -0.233
C 0.1659 1.3811 -0.5665 -0.246
N -0.1052 0.2582 0.4546 -0.637
C -1.1513 -0.7292 0.1779 -0.227
C -1.5615 -1.5829 1.3926 -0.515
S -2.4122 -3.1447 0.8622 -0.076
H 4.0575 3.0635 -2.3233 0.202
H 4.0279 1.5609 -1.2040 0.192
H 3.8171 3.2618 -0.4928 0.166
H 1.7014 3.2283 -1.8428 0.347
H 2.1249 0.7852 -0.2429 0.210
H 1.7907 2.4497 0.5193 0.168
H -0.4799 2.1994 -0.6727 0.177
H 0.0082 1.0496 -1.6110 0.204
H -0.2109 0.7924 1.3228 0.353
H -2.0389 -0.2146 -0.3141 0.174
H -0.7056 -1.3914 -0.5986 0.196
H -2.1818 -0.9841 2.0760 0.222
H -0.7453 -2.0919 1.9898 0.234
H -3.6839 -3.0166 1.3658 0.134
```

Output
SMILES string	CNCCNCCS
relative energy (zero: lowest compared OMol25 entry of this formula, charge and spin)	1.6550	eV
frontier orbital gap	9.6	eV
LUMO energy	0.94	eV
calculated total energy	-706.529304	Ha
HOMO	-8.70	eV


No. 5
# BeH8O4

BeH8O4 as an isolated structure (ωB97M-V with the def2-TZVPD basis set, OMol25).

```
13
Properties=species:S:1:pos:R:3:nbo_charge:R:1
Be -0.0355 0.0340 0.0615 1.697
O -0.4275 0.5570 1.5275 -1.046
H -0.5365 0.0780 2.3685 0.567
H -1.0355 1.2880 1.6075 0.558
O -0.1485 -1.5780 -0.1085 -1.034
H 0.7325 -1.9200 -0.4245 0.553
H -0.4295 -2.1900 0.5715 0.555
O 1.4715 0.4690 -0.3705 -1.050
H 2.0425 0.5440 -1.1195 0.563
H 1.9615 1.0280 0.2575 0.558
O -1.1395 0.5980 -1.1085 -1.021
H -0.6415 1.0570 -1.7865 0.541
H -1.8135 0.0350 -1.4765 0.558
```

Output
total charge	+2
relative energy (zero: lowest compared OMol25 entry of this formula, charge and spin)	0.3108	eV
frontier orbital gap	14.9	eV
LUMO energy	-8.21	eV
calculated total energy	-319.998081	Ha
HOMO	-23.10	eV


No. 6
# C3H3CuO3

C3H3CuO3 as an isolated structure (ωB97M-V with the def2-TZVPD basis set, OMol25).

```
10
Properties=species:S:1:pos:R:3:lowdin_spin:R:1
C -0.1281 -2.5239 -0.0156 0.149
C 0.9041 -2.3614 0.7341 0.161
O -1.0580 -2.9135 -0.6987 0.059
H 1.8948 -2.3280 0.2682 0.002
H 0.7702 -2.2856 1.8182 0.002
H -1.5650 -2.2243 -1.1856 0.006
O 1.0235 0.5533 0.7314 0.037
C 0.1882 1.0178 0.0967 0.001
Cu -1.6592 2.5880 -1.6422 0.543
O -0.6104 1.6470 -0.4857 0.040
```

Output
total charge	+3
expectation value of S²	0.755
relative energy (zero: lowest compared OMol25 entry of this formula, charge and spin)	0.0000	eV
frontier orbital gap (spin up / spin down)	10.7 / 2.8	eV
multiplicity	2
LUMO energy (spin up / spin down)	-14.92 / -20.63	eV
calculated total energy	-1980.790823	Ha
HOMO (spin up / spin down)	-25.61 / -23.39	eV